(1)
{
  "formula": "C2H4BrClOS",
  "method": "wB97M-V/def2-TZVPD",
  "charge": 0,
  "homo_lumo_gap_ha": 0.3399,
  "lumo_ev": -1.22,
  "spin_multiplicity": 1,
  "species": ["H", "S", "H", "O", "Br", "H", "C", "H", "Cl", "C"],
  "coordinates": [[1.1449, 1.0210, -0.9807], [-1.5461, 0.5111, -0.0260], [-0.1217, -0.9172, -1.3170], [-1.4799, 0.9747, 1.3525], [2.8291, -0.3938, 0.1693], [1.0488, 1.1744, 0.7475], [1.1394, 0.5133, -0.0554], [0.0849, -1.2044, 0.5064], [-3.0053, -1.2553, -0.1046], [-0.0942, -0.4238, -0.2920]]
}


(2)
{
  "formula": "C2H4BrF2N2",
  "method": "wB97M-V/def2-TZVPD",
  "charge": 1,
  "homo_lumo_gap_ha": [0.2548, 0.1925],
  "lumo_ev": [-5.94, -6.77],
  "spin_multiplicity": 1,
  "species": ["N", "H", "Br", "C", "H", "C", "N", "F", "F", "H", "H"],
  "coordinates": [[0.3918, -1.7161, -0.9794], [1.7595, 0.7943, 0.3887], [-3.1782, 1.4137, -0.1322], [0.4423, -0.5150, -0.4673], [2.5055, -0.3777, -0.4038], [-1.7803, 1.4456, 1.0991], [1.6088, 0.0096, -0.1947], [-1.8245, 0.9451, 2.2404], [-0.7822, 2.2893, 0.9809], [1.2167, -2.4123, -0.9164], [-0.3594, -1.8765, -1.6154]]
}


ΔE to the lowest compared entry with this formula, charge and spin values, unit kJ/mol, following the record order: 0.0, 325.6.